[1]
The following is a DFT calculation (wB97M-V/def2-TZVPD) of the molecule C19H20N2O4S at a distorted geometry.

Energy above the lowest of the compared OMol25 structures with the same formula, charge and spin = 10.6 kcal/mol
Frontier orbital gap = 9.58 eV
Spin multiplicity = 1
Structure (SMILES) = Cc1ccccc1COC(=O)CCCC1=NS(=O)(=O)c2ccccc2N1

Each line ends with the Mulliken charge.
Cartesian coordinates (Å):
S (-0.63383, 2.86573, 0.39547)  1.1930
O (2.46558, -1.01549, 1.24444)  -0.3258
O (-1.06066, 4.22126, 0.25606)  -0.7426
O (0.45098, -1.61637, 2.00773)  -0.6566
O (0.76651, 2.57943, 0.18943)  -0.6952
N (-1.48300, 0.17117, 1.08893)  0.1181
N (-0.97181, 2.30038, 1.90201)  -0.6659
C (2.43834, -2.08484, 0.29493)  -1.3441
C (-2.91223, 0.01265, -2.28677)  -0.7473
C (-0.17355, -1.42451, -3.03887)  -0.3809
C (-1.56617, 1.79873, -0.68452)  0.3931
C (-0.98289, 0.45830, 3.44068)  -0.7534
C (-0.28260, -2.57661, -2.27912)  -0.9677
C (1.51824, -1.81048, -0.86840)  1.0289
C (-2.50864, -0.37944, -1.02557)  -0.3395
C (-2.65508, 1.29622, -2.74938)  -0.6278
C (-1.83134, 0.52240, -0.20438)  0.2448
C (-1.15176, 1.04837, 2.06972)  0.3978
C (1.62798, -0.64111, -1.62523)  1.4172
C (0.47514, 0.61525, 3.90949)  -0.8397
C (0.76488, -0.46911, -2.70338)  -0.6886
C (2.62097, 0.43394, -1.31963)  -1.5455
C (1.50816, 0.42459, 2.79778)  -0.3229
C (1.38610, -0.85082, 2.00254)  0.7631
C (-1.97448, 2.19136, -1.94218)  -0.7108
C (0.55637, -2.75839, -1.19640)  -0.7375
H (2.97951, 0.88547, -2.24242)  0.5426
H (2.51772, 0.47294, 3.20940)  0.5272
H (-1.25673, -0.59555, 3.42359)  0.2218
H (0.65722, -0.10110, 4.71265)  0.3715
H (0.47301, -3.65410, -0.59763)  0.3327
H (-0.81643, -1.27262, -3.89296)  0.5301
H (0.61001, 1.62141, 4.30610)  0.3984
H (-3.44095, -0.68839, -2.91477)  0.4381
H (0.84342, 0.43395, -3.29089)  0.4034
H (-1.01421, -3.33024, -2.52988)  0.4201
H (-2.71128, -1.37712, -0.66660)  0.3937
H (2.12863, -3.00436, 0.80285)  0.4768
H (-1.63510, 0.98592, 4.13690)  0.4292
H (3.47479, -2.18543, -0.03947)  0.3655
H (1.42579, 1.23956, 2.06925)  -0.0065
H (-1.75213, 3.19674, -2.26247)  0.4657
H (-1.50023, -0.81430, 1.32322)  0.3656
H (2.13750, 1.21949, -0.73571)  0.0877
H (3.46863, 0.06265, -0.75224)  0.3619
H (-2.98036, 1.59250, -3.73433)  0.4100



[2]
The following is a DFT calculation (wB97M-V/def2-TZVPD) of C19H20N2Zn as an isolated structure at a distorted geometry.

Frontier orbital gap (spin up / spin down) = 4.27 / 4.27 eV
Spin multiplicity = 1
Net charge = -2

Each line ends with the Mulliken charge.
Cartesian coordinates (Å):
Zn (-1.00921, 1.06578, -0.42647)  0.4735
N (0.26507, -0.52637, -0.05347)  -0.1997
N (-0.28227, 2.07564, 1.17237)  -0.5553
C (2.18282, -1.98154, -0.29481)  -0.1026
C (3.81774, 0.19057, -0.92157)  -0.5720
C (3.50981, -2.20340, -0.64196)  -0.5390
C (-1.59599, -1.84973, 0.78760)  -0.3031
C (0.38864, 2.65045, -1.93622)  -0.4242
C (-1.86995, 2.42665, -2.36910)  -0.5548
C (-2.96823, 1.13316, 0.09095)  -0.7869
C (-2.17592, -2.64935, 1.75111)  -0.5923
C (4.33289, -1.10780, -0.95908)  -0.3638
C (1.61220, -0.67414, -0.29317)  -0.5080
C (-1.21163, 1.24534, -2.85725)  -0.9817
C (-0.29236, -1.30546, 0.95397)  -0.1190
C (2.49946, 0.40581, -0.55512)  -0.1120
C (-0.24522, -2.33880, 3.17990)  -0.5738
C (-0.88558, 3.28078, -1.78232)  -0.5160
C (0.19032, 1.39865, -2.60098)  -0.5403
C (-2.24578, 1.36796, 1.33148)  -0.5095
C (-1.50790, -2.90746, 2.94703)  -0.3868
C (0.34471, -1.52861, 2.21031)  0.2090
H (0.31576, 2.47126, 1.88553)  -0.0834
H (1.33910, -1.07434, 2.38527)  0.3508
H (-1.04840, 4.27750, -1.39345)  0.3653
H (-1.65545, 0.47302, -3.47404)  0.4031
H (0.97258, 0.76796, -3.00254)  0.4964
H (-2.07631, 0.48536, 1.99490)  0.1238
H (-2.08402, -1.60791, -0.16605)  0.3688
H (1.34286, 3.11067, -1.71901)  0.5080
H (-2.51897, 2.28678, 1.89854)  0.2863
H (0.29833, -2.55681, 4.11805)  0.2821
H (-2.91770, 2.66407, -2.48714)  0.5382
H (1.49304, -2.80798, -0.04413)  0.3029
H (-3.16041, -3.07906, 1.54129)  0.3120
H (-1.97200, -3.54607, 3.68629)  0.3258
H (-3.31667, 0.11924, -0.19030)  0.2077
H (4.45983, 1.04457, -1.17769)  0.3297
H (-3.63745, 1.93021, -0.26574)  0.4615
H (3.87410, -3.25009, -0.64370)  0.2708
H (5.36193, -1.29228, -1.22366)  0.3261
H (2.07624, 1.41577, -0.45560)  0.3823



Copy entry 1 word for word.
The following is a DFT calculation (wB97M-V/def2-TZVPD) of the molecule C19H20N2O4S at a distorted geometry.

Energy above the lowest of the compared OMol25 structures with the same formula, charge and spin = 10.6 kcal/mol
Frontier orbital gap = 9.58 eV
Spin multiplicity = 1
Structure (SMILES) = Cc1ccccc1COC(=O)CCCC1=NS(=O)(=O)c2ccccc2N1

Each line ends with the Mulliken charge.
Cartesian coordinates (Å):
S (-0.63383, 2.86573, 0.39547)  1.1930
O (2.46558, -1.01549, 1.24444)  -0.3258
O (-1.06066, 4.22126, 0.25606)  -0.7426
O (0.45098, -1.61637, 2.00773)  -0.6566
O (0.76651, 2.57943, 0.18943)  -0.6952
N (-1.48300, 0.17117, 1.08893)  0.1181
N (-0.97181, 2.30038, 1.90201)  -0.6659
C (2.43834, -2.08484, 0.29493)  -1.3441
C (-2.91223, 0.01265, -2.28677)  -0.7473
C (-0.17355, -1.42451, -3.03887)  -0.3809
C (-1.56617, 1.79873, -0.68452)  0.3931
C (-0.98289, 0.45830, 3.44068)  -0.7534
C (-0.28260, -2.57661, -2.27912)  -0.9677
C (1.51824, -1.81048, -0.86840)  1.0289
C (-2.50864, -0.37944, -1.02557)  -0.3395
C (-2.65508, 1.29622, -2.74938)  -0.6278
C (-1.83134, 0.52240, -0.20438)  0.2448
C (-1.15176, 1.04837, 2.06972)  0.3978
C (1.62798, -0.64111, -1.62523)  1.4172
C (0.47514, 0.61525, 3.90949)  -0.8397
C (0.76488, -0.46911, -2.70338)  -0.6886
C (2.62097, 0.43394, -1.31963)  -1.5455
C (1.50816, 0.42459, 2.79778)  -0.3229
C (1.38610, -0.85082, 2.00254)  0.7631
C (-1.97448, 2.19136, -1.94218)  -0.7108
C (0.55637, -2.75839, -1.19640)  -0.7375
H (2.97951, 0.88547, -2.24242)  0.5426
H (2.51772, 0.47294, 3.20940)  0.5272
H (-1.25673, -0.59555, 3.42359)  0.2218
H (0.65722, -0.10110, 4.71265)  0.3715
H (0.47301, -3.65410, -0.59763)  0.3327
H (-0.81643, -1.27262, -3.89296)  0.5301
H (0.61001, 1.62141, 4.30610)  0.3984
H (-3.44095, -0.68839, -2.91477)  0.4381
H (0.84342, 0.43395, -3.29089)  0.4034
H (-1.01421, -3.33024, -2.52988)  0.4201
H (-2.71128, -1.37712, -0.66660)  0.3937
H (2.12863, -3.00436, 0.80285)  0.4768
H (-1.63510, 0.98592, 4.13690)  0.4292
H (3.47479, -2.18543, -0.03947)  0.3655
H (1.42579, 1.23956, 2.06925)  -0.0065
H (-1.75213, 3.19674, -2.26247)  0.4657
H (-1.50023, -0.81430, 1.32322)  0.3656
H (2.13750, 1.21949, -0.73571)  0.0877
H (3.46863, 0.06265, -0.75224)  0.3619
H (-2.98036, 1.59250, -3.73433)  0.4100